C5H13NO2 | wB97M-V/def2-TZVPD

Structure (XYZ):
```
21
Properties=species:S:1:pos:R:3:forces:R:3
N -0.97632 -0.32968 0.00148 -0.6 0.8 2.3
C -0.79184 -1.18401 1.21598 -0.2 1.0 -0.1
C -0.43762 -0.11971 2.26697 1.2 0.1 -0.7
C 0.53637 0.78276 1.47668 -1.6 0.1 -0.9
C -0.12483 0.86293 0.03877 1.4 -1.0 0.8
C 0.98477 0.89316 -1.06166 -1.2 0.6 -1.5
O 0.90437 2.06310 -1.83723 0.2 0.4 0.3
H -1.97766 -0.12126 0.01797 0.0 -0.1 -1.3
H 0.03819 -1.86371 1.09639 -0.1 -0.4 -0.1
H -1.75818 -1.61635 1.42603 0.1 -0.8 -0.1
H 0.05883 -0.59429 3.11110 -0.3 0.1 0.2
H -1.28553 0.47811 2.56073 -0.4 -0.1 0.3
H 0.44734 1.82569 1.75517 0.8 0.0 0.7
H 1.53832 0.37302 1.43770 0.2 0.2 0.1
H -0.71185 1.77664 -0.00682 -0.3 -0.2 -0.5
H 1.96520 0.88675 -0.61622 0.2 -0.1 0.1
H 0.82063 0.06576 -1.75456 0.3 -0.4 0.4
H 0.22573 2.00436 -2.51889 0.1 -0.1 0.1
H -0.13067 -2.18050 -2.37088 -0.7 -0.5 0.2
H 0.70627 -2.12115 -1.19312 0.0 -0.5 0.5
O -0.18639 -2.42478 -1.42471 0.8 1.0 -0.8
```
Forces are in eV/Å.

Calculated values
Expectation value of S²   0.755
Frontier orbital gap (spin up / spin down)   11.5 / 7.0 eV
2S+1   2
Net charge   +1


C40H104Cl4N6O30P6 | wB97M-V/def2-TZVPD

Structure (XYZ):
```
190
Properties=species:S:1:pos:R:3:forces:R:3
C 3.29918 -7.06325 11.98593 0.2 -0.6 -0.4
C 2.36259 -6.68445 10.82922 1.6 -1.5 0.9
O 2.13606 -7.49569 9.95245 -0.6 0.6 -0.2
N 2.03073 -5.39623 10.90953 0.0 0.4 -0.3
C 1.43341 -4.58814 9.88241 -0.3 0.6 -0.2
H 4.29163 -7.09320 11.53621 0.2 0.3 0.0
H 3.16515 -8.09693 12.30474 -0.4 0.2 0.1
H 3.30836 -6.37378 12.83011 -0.1 -0.1 0.0
H 2.52086 -4.90953 11.64641 -0.4 0.1 -0.2
H 0.62049 -4.06943 10.39055 -0.1 0.4 -0.6
H 1.05475 -5.09851 8.99684 -0.1 -0.7 0.6
H 2.16811 -3.90512 9.45604 0.0 0.4 0.3
C -3.44519 -6.47750 -11.13303 -0.7 0.3 1.4
C -2.11823 -7.14152 -11.17217 0.4 -2.8 -2.2
O -1.96202 -8.30158 -11.66490 0.2 3.1 1.5
N -1.15234 -6.33716 -10.66889 0.0 -1.0 -0.3
C 0.27229 -6.68190 -10.67954 -0.9 0.8 0.4
H -3.44416 -5.45645 -11.51454 -0.1 -0.3 -0.7
H -3.54735 -6.28806 -10.06449 -0.5 0.0 0.4
H -4.29403 -7.10514 -11.40442 0.4 0.2 -0.4
H -1.52102 -5.53267 -10.18210 0.6 0.0 -0.1
H 0.73269 -6.32796 -11.60196 0.1 -0.2 0.0
H 0.39843 -7.75739 -10.55502 0.0 0.2 0.0
H 0.66554 -6.10319 -9.84373 0.5 -0.4 0.0
C -5.63713 5.73950 4.33499 2.0 -2.4 1.4
C -6.14175 6.83865 3.58043 -0.3 1.7 -1.2
O -7.34686 6.98554 3.55340 -0.6 0.9 -0.3
N -5.28569 7.60901 2.83911 -0.2 0.5 0.4
C -5.75128 8.82969 2.17078 0.8 -1.0 -0.3
H -6.27238 4.92403 3.98919 0.4 -0.4 0.5
H -5.63724 5.82442 5.42167 -1.0 0.4 0.0
H -4.57581 5.51072 4.23816 0.1 -0.1 -0.9
H -4.28395 7.48063 2.82754 -0.4 -0.4 0.4
H -4.82871 9.32996 1.87635 -0.2 0.4 0.1
H -6.36730 9.44002 2.83116 0.0 -0.1 -0.3
H -6.23938 8.52408 1.24532 -0.5 0.4 0.1
C 4.01701 4.09458 9.61099 0.8 0.5 1.8
C 2.88845 3.73885 10.56301 -2.6 -0.6 -1.3
O 1.82683 3.26149 10.15359 0.8 0.3 0.0
N 3.00231 4.09202 11.86585 -0.3 0.2 0.0
C 1.90269 3.94307 12.88443 2.3 -1.0 -0.1
H 4.59844 3.24832 9.24508 -0.5 0.0 -0.3
H 4.68559 4.64036 10.27675 0.6 0.3 -0.4
H 3.70183 4.81364 8.85487 -0.2 -0.5 -0.1
H 3.95853 4.11611 12.19017 -0.3 0.3 0.4
H 1.66493 4.90260 13.34363 -0.2 -0.2 -0.2
H 2.44382 3.30006 13.57855 -0.5 0.2 0.9
H 1.04699 3.32669 12.60882 0.1 0.6 -0.7
C 0.82419 0.29697 -9.27147 1.5 1.6 -0.4
C -0.64114 0.41489 -9.29106 -0.5 -3.3 -0.5
O -1.21755 -0.64722 -9.15067 -1.3 -0.8 0.4
N -1.28256 1.51570 -9.62978 1.4 2.6 -0.5
C -2.68145 1.67974 -9.78121 -1.8 -1.1 1.1
H 1.17965 0.09454 -8.26115 0.1 0.0 -0.2
H 1.27681 1.19065 -9.70107 0.4 0.4 0.5
H 1.16770 -0.46886 -9.96690 -0.5 -0.4 0.3
H -0.72431 2.34256 -9.47241 -0.3 0.2 -0.4
H -3.17949 0.71913 -9.91262 0.5 -0.3 -0.5
H -3.05073 2.33521 -10.56993 0.6 0.2 0.1
H -3.12146 1.91458 -8.81201 -0.1 0.8 0.0
C 7.05205 -8.88505 -6.39350 0.8 0.8 -0.4
C 6.22384 -9.32277 -5.25264 1.4 0.3 -1.3
O 5.42629 -8.57022 -4.79982 -2.6 0.9 1.3
N 6.53723 -10.54580 -4.83915 -1.6 -2.5 1.5
C 5.57486 -11.37269 -4.04646 1.0 -0.8 0.1
H 7.27126 -7.85121 -6.12663 0.5 0.0 -0.5
H 6.49866 -8.88347 -7.33258 -0.1 -0.1 0.1
H 7.93532 -9.51597 -6.49292 0.2 0.3 -0.3
H 7.51499 -10.79220 -4.89734 -0.5 -0.5 -0.1
H 5.86734 -11.47328 -3.00128 -0.2 0.5 0.1
H 5.55301 -12.40826 -4.38591 0.6 -0.1 -0.5
H 4.51119 -11.15173 -4.13522 0.4 1.1 -0.1
C -5.76008 -13.90161 -2.89609 -2.4 -2.6 0.6
O -4.70834 -13.31534 -2.29437 5.2 3.0 -0.2
P -3.13502 -13.36107 -2.77026 0.6 0.1 0.0
O -2.39201 -14.62996 -2.59327 -1.3 0.9 -0.7
O -3.08365 -12.65945 -4.27624 -0.8 -1.6 2.2
C -1.98825 -12.99840 -5.09933 0.5 -0.1 -2.0
O -2.42312 -12.25960 -1.86236 -0.4 0.3 -0.9
C -2.98990 -10.92603 -1.82190 -0.9 -0.6 1.6
H -6.64540 -13.29506 -3.08694 0.6 0.7 -0.5
H -6.06739 -14.48367 -2.02726 -0.9 -1.1 -0.6
H -5.51437 -14.55758 -3.73120 0.0 0.1 -0.1
H -2.37505 -13.11822 -6.11132 -0.2 0.6 -0.2
H -1.49155 -13.96554 -5.02171 -0.2 0.0 1.3
H -1.24288 -12.20338 -5.12109 -0.1 0.0 0.3
H -3.53959 -11.00176 -0.88371 -0.3 0.7 0.0
H -3.71774 -10.71047 -2.60412 0.4 -0.1 -0.3
H -2.26075 -10.12699 -1.68776 0.4 -0.5 -0.5
C 3.85215 8.87883 2.35782 0.9 -2.5 1.3
O 3.01877 9.95107 2.65422 -0.3 1.2 -0.2
P 1.56130 10.06276 2.04779 -1.7 -1.3 1.2
O 0.83367 8.72247 1.94722 1.5 3.2 -0.3
O 1.85953 10.89639 0.66307 -0.7 -1.4 2.5
C 0.93803 10.74714 -0.41623 -0.6 0.0 -0.4
O 0.86589 11.08636 3.19182 1.9 -0.8 -3.2
C 0.27675 10.58937 4.35819 -1.5 -0.5 0.8
H 4.40468 8.60241 3.25582 0.2 0.7 0.4
H 4.64026 8.95915 1.60913 -0.6 0.7 -0.5
H 3.28151 7.95329 2.28141 -0.3 0.1 -0.9
H 0.32610 9.84520 -0.42746 0.4 -0.4 0.6
H 1.54971 10.68996 -1.31660 -0.3 0.6 0.0
H 0.21036 11.55392 -0.32845 0.3 0.3 -0.7
H 0.10702 9.51279 4.37527 0.4 -0.1 -0.3
H -0.72174 11.02400 4.40516 -0.1 0.1 0.0
H 0.76851 10.87622 5.28769 0.6 0.1 -0.3
C 9.20227 -2.78893 14.41921 0.8 -2.0 -0.6
O 8.45014 -2.65500 13.22346 -0.9 2.2 -1.3
P 8.69759 -1.36130 12.26735 -2.2 -0.1 -0.3
O 10.09187 -1.18139 11.90645 0.8 0.1 -0.2
O 7.99985 -0.08259 12.96474 -0.2 -1.7 -2.5
C 8.33986 0.69643 14.06492 -0.5 -0.5 1.2
O 7.63937 -1.59501 11.03147 0.4 -0.2 2.6
C 7.98468 -2.37313 9.85892 1.1 1.5 0.5
H 9.98297 -3.47869 14.09854 0.5 0.1 0.5
H 8.56334 -3.39009 15.06610 0.1 0.7 0.5
H 9.70320 -1.91462 14.83484 -0.6 0.2 0.0
H 7.58877 0.38851 14.79235 0.4 0.2 0.7
H 8.13252 1.75233 13.89111 0.5 -0.1 -0.4
H 9.35106 0.48345 14.41163 0.0 0.4 0.0
H 8.34432 -3.38346 10.05385 -0.4 0.0 0.2
H 8.82729 -1.77043 9.51998 0.0 -0.6 -1.1
H 7.11755 -2.30413 9.20211 0.3 -0.2 0.1
C 3.90074 5.88614 -5.20149 0.0 0.8 1.7
O 4.53636 6.93348 -5.99204 -1.7 -0.8 -2.1
P 3.80388 7.28901 -7.49568 2.4 0.7 1.8
O 2.45450 6.78435 -7.60431 -0.6 -0.3 -0.2
O 3.92658 8.89459 -7.46224 0.1 -1.8 -0.9
C 5.18394 9.55453 -7.57966 0.0 1.5 0.5
O 4.88003 6.80816 -8.62292 -4.0 2.0 0.0
C 5.56645 5.60786 -8.44245 1.9 0.2 1.4
H 2.82296 5.74262 -5.27821 0.1 -0.2 -1.5
H 3.85164 6.22925 -4.16806 0.7 0.6 0.2
H 4.48634 4.97167 -5.10691 -0.1 0.0 -0.8
H 5.55781 9.77817 -6.58051 0.3 -0.6 0.1
H 4.96423 10.55303 -7.95757 -0.1 -0.1 -0.4
H 5.93830 9.11392 -8.23153 -0.3 -0.5 0.2
H 6.34154 6.18595 -7.93934 1.8 -2.2 0.2
H 5.85213 5.10267 -9.36509 -0.1 0.5 -0.1
H 5.13827 4.88394 -7.74911 -0.4 0.2 -0.1
C 0.76773 -2.20962 -1.99479 -1.3 -0.9 -0.6
O 0.15989 -1.00138 -1.51665 0.7 1.1 1.1
P -0.21837 -0.84132 0.01283 0.3 1.6 0.7
O -0.56998 -2.12362 0.60309 -0.3 0.1 0.6
O 1.04723 -0.04882 0.67313 -0.1 0.4 -0.2
C 1.11659 0.39010 2.05898 -1.0 -1.5 0.7
O -1.35248 0.32565 0.07498 0.2 -2.4 0.6
C -1.13151 1.58607 -0.47468 0.8 0.7 -1.1
H 0.81010 -3.04666 -1.29790 0.0 0.5 0.6
H 1.75586 -2.07911 -2.43603 -0.3 0.5 0.0
H -0.02195 -2.49926 -2.68804 0.8 -0.5 -0.7
H 1.39815 1.40287 2.34727 0.5 0.2 -1.4
H 1.75699 -0.31757 2.58545 0.2 0.1 -0.1
H 0.14454 0.30896 2.54543 -0.3 -0.3 -0.2
H -0.05613 1.74419 -0.55616 0.0 0.4 0.0
H -1.56227 2.40234 0.10519 -0.2 -0.4 0.3
H -1.54906 1.59820 -1.48146 -0.1 0.2 0.0
C -8.72381 6.68160 -8.61190 1.3 -0.4 -1.3
O -8.04626 6.57621 -7.34126 -0.7 2.5 1.3
P -7.91277 8.01862 -6.50150 -1.0 0.3 1.2
O -8.53970 9.25846 -7.05456 1.0 -2.3 0.3
O -8.53992 7.66929 -5.02676 1.5 0.0 -1.3
C -8.02150 6.49561 -4.33046 -0.7 -0.1 -0.8
O -6.32395 8.15930 -6.18446 -1.7 -0.7 1.5
C -5.52552 8.63359 -7.20481 0.6 0.3 -2.5
H -7.86555 6.65924 -9.28347 -0.3 0.3 -0.6
H -9.32027 7.57049 -8.81732 0.2 0.1 0.7
H -9.30047 5.79896 -8.88851 -0.1 -0.1 0.8
H -8.64722 6.33452 -3.45262 0.2 0.3 0.0
H -6.96038 6.58316 -4.09706 -0.1 0.2 0.1
H -8.18557 5.65480 -5.00443 0.2 -0.2 0.2
H -5.46575 7.84080 -7.95048 0.1 0.1 -0.5
H -4.48444 8.87995 -6.99612 -0.2 -0.2 1.1
H -5.95882 9.52590 -7.65662 -0.1 0.0 -0.1
Cl -7.34945 -1.99300 -4.05083 -0.4 0.2 0.2
C -7.41592 -2.18402 -2.26586 -0.2 -1.2 0.3
C -8.41968 -3.31024 -1.85872 1.0 1.3 -1.7
Cl -8.29122 -3.63252 -0.17070 0.1 -0.2 1.3
H -7.68571 -1.26295 -1.74918 0.4 0.1 -0.3
H -6.42094 -2.57770 -2.05818 -0.1 0.6 0.5
H -8.05610 -4.17619 -2.41193 -0.8 -0.2 0.0
H -9.43110 -2.95584 -2.05752 0.1 -0.6 -0.3
Cl -6.65001 -1.14041 8.07238 0.4 -0.2 -0.3
C -5.70187 -2.08798 6.86444 -0.1 0.4 0.0
C -5.57054 -3.54377 7.24492 -0.9 -0.5 -0.5
Cl -7.23258 -4.35475 7.37606 1.1 0.5 0.1
H -4.72017 -1.62570 6.76108 0.1 -0.1 0.4
H -6.15183 -1.92786 5.88464 -0.4 -0.3 0.2
H -5.00367 -3.72697 8.15770 -0.4 0.1 0.0
H -5.09391 -4.07465 6.42085 0.1 0.0 0.1
```
Forces are in eV/Å.

Calculated values
Frontier orbital gap   9.5 eV
2S+1   1


C2H10NO2 | wB97M-V/def2-TZVPD

Structure (XYZ):
```
15
Properties=species:S:1:pos:R:3:forces:R:3
C -1.78976 -0.29805 1.79066 -0.1 -1.6 0.5
C -0.42854 -2.10578 0.67867 -0.3 -1.0 0.3
N -0.87771 -0.92463 0.83610 2.2 0.9 -1.8
H -1.15956 0.06554 2.58527 -0.1 0.3 0.5
H -2.37807 0.48253 1.33666 0.0 0.2 -0.3
H -2.43969 -1.10226 2.14703 0.0 0.4 0.2
H -0.65910 -2.98829 1.27473 -0.6 0.4 0.2
H 0.25503 -2.32355 -0.13396 0.2 0.4 0.0
H -0.31227 -0.26862 0.21981 -1.7 -1.2 1.3
H 2.17083 2.08108 -2.67937 0.9 0.2 -0.1
H 3.23309 1.26512 -1.83694 -0.2 -0.5 0.3
O 2.32022 1.59905 -1.84705 -2.2 1.0 -1.0
H 1.07707 1.35616 -1.59161 2.3 -1.4 0.9
H -0.32971 1.84688 -0.83193 -0.3 -0.5 0.4
O 0.18494 0.98268 -0.82930 0.0 2.2 -1.4
```
Forces are in eV/Å.

Calculated values
Expectation value of S²   0.753
Frontier orbital gap (spin up / spin down)   12.8 / 6.4 eV
2S+1   2
Net charge   +2